[1]
Density functional theory data (the ωB97M-V functional and the def2-TZVPD basis) for a cluster of 2 separate species, C5H10N in total.

Summary:
frontier orbital gap: 7.69 eV
largest force on an atom: 0.0178 Eh/bohr
energy above the lowest of the compared OMol25 structures with the same formula, charge and spin: 173.1 kJ/mol
charge: +1
lowest unoccupied orbital energy: -5.494 eV

Atoms and positions in Å:
C  0.584  -2.176  -0.804
N  -0.572  -1.645  -0.780
H  1.405  -1.469  -0.741
H  0.711  -3.251  -0.776
H  -1.413  -2.213  -0.857
H  -0.758  -0.687  -0.411
C  1.541  1.453  -0.516
C  0.748  0.989  0.450
C  -0.702  1.257  0.490
C  -1.526  0.656  1.353
H  1.159  2.036  -1.345
H  2.585  1.167  -0.562
H  1.120  0.289  1.195
H  -1.083  1.971  -0.233
H  -2.584  0.883  1.369
H  -1.169  -0.053  2.091

Charges per atom according to natural (NBO) partitioning, unit e: C 0.16; N -0.59; H 0.24; H 0.24; H 0.44; H 0.47; C -0.33; C -0.28; C -0.26; C -0.38; H 0.21; H 0.22; H 0.21; H 0.23; H 0.23; H 0.20



[2]
Density functional theory data (the ωB97M-V functional and the def2-TZVPD basis) for the ion C5H10N with charge +1.

Summary:
frontier orbital gap: 8.50 eV
largest force on an atom: 0.0658 Eh/bohr
energy above the lowest of the compared OMol25 structures with the same formula, charge and spin: 156.3 kJ/mol
charge: +1
lowest unoccupied orbital energy: -5.065 eV
SMILES: C/C=C/CC=[NH2+]

Atoms and positions in Å:
C  1.742  -2.164  0.551
C  0.796  -1.007  0.940
C  0.388  -0.066  0.067
C  -0.489  1.023  0.489
C  -1.327  1.670  -0.498
N  -1.520  1.424  -1.761
H  2.449  -2.286  1.316
H  2.019  -1.999  -0.466
H  1.270  -3.078  0.522
H  0.507  -0.768  1.945
H  0.719  0.029  -0.886
H  -0.126  1.827  0.992
H  -1.145  0.490  1.135
H  -1.667  2.592  -0.066
H  -1.275  0.477  -2.083
H  -2.340  1.835  -2.197

Charges per atom according to natural (NBO) partitioning, unit e: C -0.64; C -0.06; C -0.27; C -0.54; C 0.37; N -0.63; H 0.24; H 0.22; H 0.24; H 0.20; H 0.19; H 0.26; H 0.31; H 0.22; H 0.44; H 0.45



[3]
Density functional theory data (the ωB97M-V functional and the def2-TZVPD basis) for the ion C5H10N with charge +1.

Summary:
frontier orbital gap: 9.89 eV
largest force on an atom: 0.1194 Eh/bohr
energy above the lowest of the compared OMol25 structures with the same formula, charge and spin: 356.3 kJ/mol
charge: +1
lowest unoccupied orbital energy: -3.756 eV
SMILES: CC([NH3+])=C1CC1

Atoms and positions in Å:
C  0.992  1.216  0.993
C  0.028  0.668  -0.045
N  -0.948  1.663  -0.359
C  0.082  -0.602  -0.427
C  0.791  -1.904  0.036
C  -0.728  -1.816  -0.776
H  2.032  1.065  0.858
H  0.771  0.712  2.050
H  0.832  2.327  0.805
H  -1.938  1.357  -0.407
H  -0.699  1.941  -1.284
H  -1.069  2.342  0.460
H  1.275  -2.471  -0.675
H  0.753  -2.093  1.054
H  -0.382  -2.157  -1.707
H  -1.791  -2.250  -0.576

Charges per atom according to natural (NBO) partitioning, unit e: C -0.64; C 0.02; N -0.69; C 0.06; C -0.37; C -0.44; H 0.26; H 0.26; H 0.20; H 0.45; H 0.46; H 0.47; H 0.24; H 0.23; H 0.23; H 0.27



[4]
Density functional theory data (the ωB97M-V functional and the def2-TZVPD basis) for the ion C5H10N with charge +1.

Summary:
frontier orbital gap: 11.65 eV
largest force on an atom: 0.0876 Eh/bohr
energy above the lowest of the compared OMol25 structures with the same formula, charge and spin: 262.8 kJ/mol
charge: +1
lowest unoccupied orbital energy: -3.450 eV
SMILES: C[C@H]1C=C[N@@H+]1C

Atoms and positions in Å:
C  1.632  -0.613  0.722
C  0.221  -0.729  0.333
C  -0.948  -0.878  1.268
C  -1.597  0.142  0.736
N  -0.493  0.493  -0.132
C  -0.537  0.731  -1.564
H  1.754  0.369  1.351
H  2.003  -0.572  -0.250
H  2.079  -1.380  1.316
H  0.131  -1.542  -0.667
H  -1.118  -1.724  1.922
H  -2.568  0.638  0.931
H  -0.253  1.447  0.313
H  0.361  1.117  -1.955
H  -0.601  -0.258  -2.083
H  -1.419  1.296  -1.787

Charges per atom according to natural (NBO) partitioning, unit e: C -0.64; C -0.01; C -0.15; C -0.05; N -0.38; C -0.42; H 0.22; H 0.23; H 0.27; H 0.23; H 0.26; H 0.27; H 0.45; H 0.25; H 0.23; H 0.24



[5]
Density functional theory data (the ωB97M-V functional and the def2-TZVPD basis) for a cluster of 2 separate species, C5H10N in total.

Summary:
frontier orbital gap: 10.19 eV
largest force on an atom: 0.1267 Eh/bohr
energy above the lowest of the compared OMol25 structures with the same formula, charge and spin: 445.9 kJ/mol
charge: +1
lowest unoccupied orbital energy: -4.421 eV

Atoms and positions in Å:
C  2.727  -0.783  -0.159
C  2.180  0.255  0.381
C  0.050  0.037  0.340
C  -0.193  1.450  -0.025
C  -2.410  -0.629  0.019
N  -0.956  -0.871  0.184
H  3.878  -0.862  -0.238
H  2.301  -1.655  -0.745
H  2.263  1.153  0.830
H  0.050  2.074  0.797
H  -1.300  1.747  -0.247
H  0.362  1.585  -0.997
H  -2.798  -1.555  -0.155
H  -2.913  0.064  0.826
H  -2.484  -0.166  -0.881
H  -0.757  -1.842  0.069

Charges per atom according to natural (NBO) partitioning, unit e: C -0.41; C 0.01; C 0.42; C -0.76; C -0.42; N -0.50; H 0.27; H 0.26; H 0.22; H 0.26; H 0.23; H 0.29; H 0.23; H 0.25; H 0.22; H 0.42



[6]
Density functional theory data (the ωB97M-V functional and the def2-TZVPD basis) for the ion C5H10N with charge +1.

Summary:
frontier orbital gap: 8.57 eV
largest force on an atom: 0.0779 Eh/bohr
energy above the lowest of the compared OMol25 structures with the same formula, charge and spin: 444.2 kJ/mol
charge: +1
lowest unoccupied orbital energy: -3.814 eV

Atoms and positions in Å:
C  0.718  -0.477  1.223
C  1.603  -1.397  0.908
C  -0.385  0.423  1.392
C  -0.436  0.555  -0.130
C  -1.527  -0.089  -0.886
N  0.629  1.087  -1.027
H  2.054  -1.686  -0.052
H  1.953  -2.065  1.615
H  -1.318  -0.049  1.862
H  -0.118  1.247  2.116
H  -1.262  -0.696  -1.748
H  -2.178  0.590  -1.306
H  -2.159  -0.876  -0.349
H  0.776  0.350  -1.778
H  1.408  1.110  -0.470
H  0.242  1.974  -1.371

Charges per atom according to natural (NBO) partitioning, unit e: C 0.14; C -0.44; C -0.50; C 0.05; C -0.69; N -0.67; H 0.23; H 0.25; H 0.30; H 0.27; H 0.22; H 0.24; H 0.27; H 0.44; H 0.44; H 0.45



[7]
Density functional theory data (the ωB97M-V functional and the def2-TZVPD basis) for a cluster of 2 separate species, C5H10N in total.

Summary:
frontier orbital gap: 9.32 eV
largest force on an atom: 0.1171 Eh/bohr
energy above the lowest of the compared OMol25 structures with the same formula, charge and spin: 512.1 kJ/mol
charge: +1
lowest unoccupied orbital energy: -4.375 eV

Atoms and positions in Å:
C  0.577  0.838  -0.180
C  1.464  1.669  -0.663
C  0.159  0.051  0.901
C  1.259  -1.908  0.937
C  -1.927  0.714  -0.676
N  -0.644  -0.002  -0.418
H  1.625  2.139  -1.695
H  2.292  2.072  -0.111
H  -0.220  0.203  1.836
H  1.731  -1.809  1.932
H  1.787  -1.895  0.054
H  0.282  -2.444  0.778
H  -2.104  1.538  0.002
H  -1.929  0.881  -1.855
H  -2.571  0.004  -0.272
H  -0.477  -0.752  -1.085

Charges per atom according to natural (NBO) partitioning, unit e: C 0.08; C -0.36; C -0.05; C -0.42; C -0.41; N -0.40; H 0.26; H 0.25; H 0.24; H 0.24; H 0.19; H 0.21; H 0.25; H 0.25; H 0.22; H 0.44



[8]
Density functional theory data (the ωB97M-V functional and the def2-TZVPD basis) for the ion C5H10N with charge +1.

Summary:
expectation value of S²: 2.0060
frontier orbital gap (spin up / spin down): 7.04 / 7.82 eV
multiplicity: 3
largest force on an atom: 0.1385 Eh/bohr
energy above the lowest of the compared OMol25 structures with the same formula, charge and spin: 290.1 kJ/mol
charge: +1
lowest unoccupied orbital energy (spin up / spin down): -3.104 / -6.796 eV

Atoms and positions in Å:
C  -1.736  -0.936  -0.359
C  -0.423  -0.796  -0.045
C  -2.643  -0.508  -1.490
C  1.955  1.549  0.719
C  0.856  -0.617  0.188
N  1.519  0.196  1.221
H  -2.073  -1.717  0.311
H  -2.765  -1.285  -2.096
H  -3.558  -0.324  -0.964
H  -2.055  0.256  -2.028
H  2.395  2.324  1.334
H  2.693  1.158  0.083
H  1.120  1.966  -0.010
H  1.740  -1.154  -0.378
H  2.179  -0.494  1.603
H  0.797  0.382  1.912

Charges per atom according to natural (NBO) partitioning, unit e: C -0.16; C 0.21; C -0.64; C -0.43; C -0.25; N -0.53; H 0.22; H 0.24; H 0.26; H 0.23; H 0.27; H 0.22; H 0.25; H 0.22; H 0.45; H 0.43



[9]
Density functional theory data (the ωB97M-V functional and the def2-TZVPD basis) for the molecule C5H10N2.

Summary:
frontier orbital gap: 9.56 eV
largest force on an atom: 0.0256 Eh/bohr
energy above the lowest of the compared OMol25 structures with the same formula, charge and spin: 350.9 kJ/mol
lowest unoccupied orbital energy: 1.088 eV
SMILES: C[C@H]1N[C@H]1[C@H]1CN1

Atoms and positions in Å:
C  1.677  0.605  -1.389
C  1.075  -0.740  -1.092
N  0.573  -1.143  0.146
C  -0.571  -0.673  -0.521
C  -1.456  0.200  0.401
C  -1.414  -0.051  1.884
N  -0.912  1.195  1.322
H  1.176  1.350  -0.770
H  1.467  0.850  -2.442
H  2.765  0.667  -1.258
H  1.568  -1.558  -1.674
H  0.689  -2.058  0.538
H  -1.157  -1.199  -1.272
H  -2.438  0.480  0.011
H  -2.312  0.041  2.501
H  -0.690  -0.769  2.269
H  0.104  1.142  1.286

Charges per atom according to natural (NBO) partitioning, unit e: C -0.63; C 0.01; N -0.65; C -0.10; C -0.11; C -0.26; N -0.59; H 0.21; H 0.22; H 0.20; H 0.18; H 0.38; H 0.19; H 0.20; H 0.20; H 0.19; H 0.35



[10]
Density functional theory data (the ωB97M-V functional and the def2-TZVPD basis) for the molecule C5H10N2.

Summary:
frontier orbital gap: 9.90 eV
largest force on an atom: 0.0717 Eh/bohr
energy above the lowest of the compared OMol25 structures with the same formula, charge and spin: 273.2 kJ/mol
lowest unoccupied orbital energy: 0.986 eV
SMILES: C[C@]12CCCN1N2

Atoms and positions in Å:
C  2.116  -0.337  -0.476
C  0.795  0.174  0.006
C  -0.255  -1.006  0.329
C  -1.630  -0.384  0.187
C  -1.471  0.967  -0.568
N  0.099  1.312  -0.491
N  0.689  1.296  0.885
H  2.751  0.505  -0.370
H  2.287  -0.885  -1.442
H  2.567  -0.919  0.399
H  0.093  -1.300  1.421
H  -0.050  -1.781  -0.429
H  -2.185  -1.073  -0.470
H  -2.246  -0.356  1.144
H  -1.554  0.997  -1.660
H  -2.053  1.694  -0.059
H  0.048  1.099  1.594

Charges per atom according to natural (NBO) partitioning, unit e: C -0.65; C 0.22; C -0.43; C -0.47; C -0.24; N -0.26; N -0.47; H 0.24; H 0.23; H 0.22; H 0.22; H 0.21; H 0.23; H 0.22; H 0.22; H 0.20; H 0.33



[11]
Density functional theory data (the ωB97M-V functional and the def2-TZVPD basis) for the molecule C5H10N2.

Summary:
frontier orbital gap: 9.33 eV
largest force on an atom: 0.0692 Eh/bohr
energy above the lowest of the compared OMol25 structures with the same formula, charge and spin: 254.0 kJ/mol
lowest unoccupied orbital energy: 0.983 eV
SMILES: C=CC[C@@H](N)N=C

Atoms and positions in Å:
C  -0.194  -2.669  -0.123
C  -0.274  -1.331  -0.325
C  1.054  -0.382  -0.375
C  0.631  0.853  0.438
N  0.624  2.096  -0.305
N  -0.698  0.403  0.935
C  -1.719  1.176  0.878
H  -0.870  -3.352  -0.624
H  0.697  -3.115  0.306
H  -1.179  -0.982  -0.819
H  1.296  -0.143  -1.415
H  1.895  -0.887  0.108
H  1.281  0.959  1.311
H  1.579  2.433  -0.395
H  0.267  1.953  -1.243
H  -1.691  2.188  0.458
H  -2.698  0.800  1.189

Charges per atom according to natural (NBO) partitioning, unit e: C -0.47; C -0.12; C -0.44; C 0.07; N -0.85; N -0.39; C -0.06; H 0.20; H 0.18; H 0.19; H 0.21; H 0.22; H 0.20; H 0.37; H 0.35; H 0.17; H 0.17



[12]
Density functional theory data (the ωB97M-V functional and the def2-TZVPD basis) for the molecule C5H10N2.

Summary:
frontier orbital gap: 9.92 eV
largest force on an atom: 0.0462 Eh/bohr
energy above the lowest of the compared OMol25 structures with the same formula, charge and spin: 388.4 kJ/mol
lowest unoccupied orbital energy: 1.121 eV
SMILES: N[C@@H]1CN[C@H]2C[C@H]12

Atoms and positions in Å:
N  -0.040  0.946  1.799
C  -0.372  -0.303  1.039
C  0.972  -0.992  0.617
N  1.033  -0.882  -0.851
C  0.293  0.287  -1.070
C  -1.102  0.850  -1.508
C  -0.924  -0.079  -0.333
H  0.473  1.591  1.183
H  -0.907  1.429  2.006
H  -1.021  -0.893  1.684
H  1.722  -0.497  1.280
H  1.049  -2.096  0.814
H  1.990  -0.987  -1.196
H  0.652  1.157  -0.552
H  -1.828  0.396  -2.165
H  -1.088  1.929  -1.405
H  -1.200  -1.058  -0.749

Charges per atom according to natural (NBO) partitioning, unit e: N -0.83; C -0.05; C -0.25; N -0.62; C -0.08; C -0.35; C -0.27; H 0.34; H 0.36; H 0.21; H 0.20; H 0.20; H 0.37; H 0.13; H 0.23; H 0.22; H 0.20



[13]
Density functional theory data (the ωB97M-V functional and the def2-TZVPD basis) for the molecule C5H10N2.

Summary:
frontier orbital gap: 9.58 eV
largest force on an atom: 0.0936 Eh/bohr
energy above the lowest of the compared OMol25 structures with the same formula, charge and spin: 360.8 kJ/mol
lowest unoccupied orbital energy: 0.995 eV
SMILES: C[C@@]12C[C@]1(C)NN2

Atoms and positions in Å:
C  0.366  1.689  -1.017
C  0.362  0.092  -0.748
C  1.310  -0.669  0.104
C  -0.180  -0.605  0.470
C  -0.696  -0.234  1.802
N  -1.034  -1.385  -0.484
N  -0.484  -0.759  -1.633
H  1.347  2.226  -1.028
H  -0.125  2.066  0.013
H  -0.168  1.935  -1.886
H  1.656  -1.663  -0.263
H  1.952  -0.069  0.764
H  0.141  0.103  2.399
H  -1.302  -0.985  2.159
H  -1.271  0.740  1.811
H  -0.767  -2.399  -0.489
H  -1.106  -0.082  -1.974

Charges per atom according to natural (NBO) partitioning, unit e: C -0.63; C 0.11; C -0.45; C 0.06; C -0.62; N -0.44; N -0.45; H 0.22; H 0.21; H 0.21; H 0.22; H 0.23; H 0.22; H 0.23; H 0.21; H 0.34; H 0.34



[14]
Density functional theory data (the ωB97M-V functional and the def2-TZVPD basis) for the molecule C5H10N2O.

Summary:
frontier orbital gap (spin up / spin down): 7.85 / 7.85 eV
largest force on an atom: 0.0372 Eh/bohr
energy above the lowest of the compared OMol25 structures with the same formula, charge and spin: 384.5 kJ/mol
lowest unoccupied orbital energy (spin up / spin down): -0.437 / -0.436 eV

Atoms and positions in Å:
C  -0.504  -0.930  0.505
C  0.792  -1.503  0.495
C  -1.538  -1.206  -0.520
C  0.219  1.148  -0.374
N  -0.075  2.090  0.566
C  1.483  0.058  0.342
N  -0.026  1.114  -1.618
O  1.943  0.539  1.392
H  -0.805  -0.414  1.408
H  0.544  2.053  1.372
H  -0.358  3.007  0.253
H  -0.509  1.945  -1.966
H  2.018  -0.001  -0.613
H  1.198  -1.868  1.432
H  1.025  -2.133  -0.358
H  -2.018  -2.157  -0.250
H  -2.299  -0.429  -0.557
H  -1.091  -1.313  -1.508

Charges per atom according to natural (NBO) partitioning, unit e: C 0.14; C -0.54; C -0.69; C 0.39; N -0.86; C 0.24; N -0.78; O -0.71; H 0.22; H 0.42; H 0.38; H 0.33; H 0.22; H 0.26; H 0.22; H 0.25; H 0.24; H 0.26